(1)
Here is the ion C7H8N3O with charge +1 at a distorted geometry from the OMol25 dataset. Energies are from the ωB97M-V functional and the def2-TZVPD basis.

Values from the calculation:
- energy above the lowest of the compared OMol25 structures with the same formula, charge and spin (kJ/mol) = 274.4
- net charge = +1
- SMILES = [H]/N=C1\NC(=O)C=CC1=[N+]=CC
- E_HOMO (eV) = -14.1
- Kohn-Sham gap (eV) = 8.395

Element x y z (Å)
H 1.3754 2.6990 2.5621
N 1.3020 1.9746 1.8667
C 0.2593 1.3121 1.8407
N -0.8317 1.5836 2.6318
C -1.7765 0.6248 2.9747
O -2.7454 0.8883 3.5964
C -1.5127 -0.7516 2.5277
C -0.5481 -0.9623 1.6558
C 0.0906 0.0897 1.0043
N 0.6529 -0.0572 -0.1559
C 0.9571 -0.4359 -1.3161
C 0.0875 -0.3503 -2.4931
H -0.8595 2.5372 3.0269
H -2.1522 -1.5640 3.0883
H -0.6483 -2.0328 1.1991
H 1.9347 -0.8411 -1.4370
H -0.6783 0.4310 -2.3607
H -0.3928 -1.3312 -2.7256
H 0.7462 -0.3400 -3.5276

***

(2)
Here is a cluster of 2 separate species, C5H9ClNO in total at a distorted geometry from the OMol25 dataset. Energies are from the ωB97M-V functional and the def2-TZVPD basis.

Values from the calculation:
- energy above the lowest of the compared OMol25 structures with the same formula, charge and spin (kJ/mol) = 351.6
- net charge = +1
- E_HOMO (spin up / spin down) (eV) = -12.7 / -12.7
- Kohn-Sham gap (spin up / spin down) (eV) = 8.210 / 8.214

Element x y z (Å)
C 3.1354 0.0567 0.4242
C 0.2981 -0.0888 -1.2305
C 0.3822 1.4524 -0.9357
C 0.7254 0.4541 0.0965
C -0.4540 -1.2437 1.3729
N 0.0526 0.1348 1.3980
O 3.6112 -0.5177 1.3145
Cl 3.5736 0.5817 -1.0597
H -0.5879 -0.5658 -1.4226
H 0.9560 -0.4226 -2.0246
H 1.1229 1.9681 -1.5908
H -0.5588 1.9709 -0.6930
H -0.8708 -1.3230 0.3512
H 0.3594 -1.8351 1.5859
H -1.0567 -1.4427 2.2884
H 0.8938 0.1267 1.9609
H -0.5287 0.8518 1.8301

***

(3)
Here is a cluster of 2 separate species, C4H9NO2 in total at a distorted geometry from the OMol25 dataset. Energies are from the ωB97M-V functional and the def2-TZVPD basis.

Values from the calculation:
- energy above the lowest of the compared OMol25 structures with the same formula, charge and spin (kJ/mol) = 801.2
- net charge = 0
- E_HOMO (spin up / spin down) (eV) = -9.2 / -9.3
- Kohn-Sham gap (spin up / spin down) (eV) = 9.519 / 9.589

Element x y z (Å)
C -0.6470 0.2668 -0.2488
C -1.3075 -1.0012 -0.1572
C -1.4493 1.5350 -0.4231
C 2.6644 -0.6094 0.5324
N 0.6203 0.2222 -0.1309
O 1.5514 1.9188 -0.1045
O 1.4107 -0.8698 -0.0405
H -1.6756 -1.4377 -1.0983
H -0.4482 -1.6665 0.0445
H -2.1286 -0.8856 0.5922
H -0.6972 2.1867 -0.8897
H -2.3899 1.2767 -1.0076
H -1.8540 1.9678 0.5423
H 3.4107 -1.3623 0.1256
H 2.6839 -0.5493 1.6002
H 3.0979 0.2939 0.1722